# 1
A 2-piece molecular cluster, C4H8O3 overall. Source: the Open Molecules 2025 dataset; level of theory: wB97M-V/def2-TZVPD.

Each line ends with the Mulliken charge.
Cartesian coordinates (Å):
O1 -0.421 -0.123 0.693  -0.58
C1 -0.651 0.625 -0.504  0.52
H1 -1.516 -1.414 -0.549  0.24
H2 3.613 -1.255 1.266  0.36
H3 0.330 -1.309 -0.866  0.28
H4 0.232 1.179 -0.832  0.35
C2 -1.969 1.339 -0.596  -1.30
C3 2.606 -1.044 0.900  0.17
H5 1.108 0.048 1.350  0.47
O2 2.128 -1.635 -0.040  -0.54
C4 -0.589 -0.837 -0.543  -0.44
H6 -2.186 1.538 -1.650  0.32
H7 -2.749 0.683 -0.198  0.31
O3 2.056 -0.087 1.624  -0.47
H8 -1.993 2.292 -0.054  0.30

Results
HOMO energy = -0.38592 hartree



# 2
C14H21FO5Pd as an isolated structure. Source: the Open Molecules 2025 dataset; level of theory: wB97M-V/def2-TZVPD.

Each line ends with the Mulliken charge.
Cartesian coordinates (Å):
H1 3.361 1.146 -0.076  0.43
H2 2.431 -2.556 2.808  0.45
H3 1.158 -3.849 -1.051  0.47
C1 1.598 -3.074 -0.438  -0.62
H4 -2.618 1.874 1.334  0.43
C2 2.546 -0.859 -0.152  0.16
H5 -1.754 3.396 1.095  0.46
C3 1.980 -1.853 -0.963  -0.07
H6 3.160 0.505 -1.732  0.36
H7 -2.525 -0.631 -1.519  0.29
H8 -1.841 1.900 -2.182  0.29
H9 -0.921 2.030 3.053  0.41
H10 -2.234 -1.886 1.197  0.49
H11 -1.023 -1.243 -2.222  0.25
C4 -1.650 2.304 1.058  -0.61
O1 -0.972 -1.036 -0.209  0.24
C5 -1.702 -1.340 -1.380  -0.97
O2 -0.045 0.859 -3.071  -0.53
H12 -2.115 -2.354 -1.326  0.29
Pd1 0.875 0.978 -0.588  0.47
C6 -1.773 -0.922 0.934  -0.59
C7 1.773 -3.289 0.916  0.65
O3 -1.291 1.878 -0.237  0.27
C8 -0.554 1.901 2.027  -0.87
F1 1.393 -4.472 1.440  -0.36
H13 0.303 2.557 1.875  0.31
H14 -2.094 3.450 -1.322  0.26
C9 2.690 -1.115 1.214  -0.27
C10 0.576 1.928 -3.058  0.06
H15 -3.193 2.075 -1.031  0.36
H16 1.841 -1.648 -2.017  0.37
O4 1.200 2.409 -2.040  -0.69
C11 -2.159 2.360 -1.251  -1.05
C12 2.776 0.481 -0.714  -1.20
H17 3.111 -0.348 1.852  0.35
C13 2.314 -2.335 1.755  -0.80
H18 -1.510 -0.325 2.981  0.44
H19 0.607 2.560 -3.958  0.42
C14 -0.888 -0.508 2.095  -0.71
H20 -2.586 -0.213 0.753  0.27
O5 -0.035 0.597 1.838  -0.10
H21 -0.209 -1.331 2.313  0.22

Results
HOMO energy (spin up / spin down) = -0.29175 / -0.29178 hartree



# 3
An isolated ion of composition C5H6N and charge +1. Source: the Open Molecules 2025 dataset; level of theory: wB97M-V/def2-TZVPD.

Each line ends with the Mulliken charge.
Cartesian coordinates (Å):
C1 0.273 0.087 0.092  0.44
H1 -2.102 -1.415 -2.069  0.34
C2 1.036 1.277 0.432  -0.57
H2 2.062 1.071 0.756  0.26
C3 0.005 -0.801 -0.915  -0.22
C4 -1.289 -1.461 -1.257  -0.09
C5 -0.050 0.764 1.319  -0.33
H3 -0.988 1.341 1.590  0.28
H4 1.129 2.215 -0.123  0.30
H5 0.136 0.299 2.297  0.26
H6 0.702 -1.095 -1.699  0.47
N1 -0.915 -2.282 -0.423  -0.14

Results
HOMO energy = -0.59651 hartree
Charge = +1



# 4
An isolated molecule of C6H12ClN. Source: the Open Molecules 2025 dataset; level of theory: wB97M-V/def2-TZVPD.

Each line ends with the Mulliken charge.
Cartesian coordinates (Å):
N1 -1.073 1.018 -0.776  -0.56
H1 0.726 -0.654 -2.222  0.29
H2 -1.695 -2.255 -0.059  0.26
Cl1 -0.406 1.898 -2.090  -0.12
C1 0.438 0.377 0.517  0.14
H3 0.342 2.117 1.777  0.30
C2 0.296 1.048 1.854  -1.37
C3 -0.104 -1.171 -1.524  -1.45
H4 2.226 1.730 0.577  0.33
H5 2.461 -0.195 0.428  0.28
H6 -1.054 -1.420 -2.225  0.36
H7 1.191 0.666 2.520  0.35
H8 -1.802 -1.007 1.299  0.38
C4 -1.694 -1.097 0.274  -1.45
H9 -2.747 -0.741 -0.116  0.33
H10 -0.608 0.638 2.342  0.35
H11 1.889 0.831 -1.096  0.36
C5 -0.592 -0.298 -0.404  2.04
H12 0.363 -2.206 -1.120  0.31
C6 1.844 0.722 0.043  -1.13

Results
HOMO energy (spin up / spin down) = -0.30061 / -0.30059 hartree



# 5
A 2-piece molecular cluster, C4H11NO2 overall. Source: the Open Molecules 2025 dataset; level of theory: wB97M-V/def2-TZVPD.

Each line ends with the Mulliken charge.
Cartesian coordinates (Å):
H1 1.925 -1.694 1.778  0.35
C1 1.657 -1.351 0.779  -0.87
C2 0.686 0.755 -0.424  0.81
H2 -2.529 1.690 -0.399  0.24
H3 1.638 0.640 1.402  0.34
C3 0.132 -0.108 -1.524  -1.19
H4 0.951 -0.463 -2.155  0.34
H5 -0.523 0.515 -2.130  0.33
H6 -0.438 -0.958 -1.154  0.33
H7 0.922 -2.035 0.360  0.31
O1 1.188 1.840 -0.577  -0.61
N1 1.066 -0.008 0.865  -0.29
O2 -1.092 0.830 0.805  -0.74
C4 -2.370 0.819 0.255  -0.71
H8 -0.035 0.088 1.266  0.51
H9 2.544 -1.340 0.145  0.33
H10 -3.136 0.871 1.042  0.27
H11 -2.586 -0.091 -0.333  0.24

Results
HOMO energy = -0.31518 hartree



# 6
A 2-piece molecular cluster, C2H5BrN3 overall. Source: the Open Molecules 2025 dataset; level of theory: wB97M-V/def2-TZVPD.

Each line ends with the Mulliken charge.
Cartesian coordinates (Å):
H1 -0.822 -2.333 1.266  0.44
H2 -0.836 0.150 1.354  0.28
N1 -0.525 -0.379 0.522  0.03
N2 -0.019 -1.280 -1.528  -0.02
N3 -0.215 -2.191 -0.703  -0.20
H3 -0.571 0.731 -1.446  0.50
H4 0.853 0.372 -0.824  0.41
C1 -0.153 0.011 -0.822  -0.55
H5 1.540 3.889 1.136  0.25
Br1 1.285 2.713 0.584  -0.22
C2 -0.537 -1.682 0.460  0.07

Results
HOMO energy = -0.55004 hartree
Charge = +1



no.,electronic energy (hartree)
1,-382.8996
2,-1149.9348
3,-248.4178
4,-750.5825
5,-364.1665
6,-2817.1292